Entry 1:
A cluster of 9 separate species, C20H54BBrN17O16PS in total, computed with wB97M-V/def2-TZVPD.

Results
**Kohn-Sham gap**: 0.325 Ha
**LUMO level**: -0.0064 Ha
**Charge**: 0
**HOMO**: -0.33152 Ha
**Calculated total energy**: -6268.0382 Ha
**SMILES**: [H]/N=C/C[C@@]1(CCOC(=O)CC)C[C@](CB(O)O)(P(O)Br)CS(=O)(=O)O1.NC(N)=O.NC(N)=O.NC(N)=O.NC(N)=O.NC(N)=O.NC(N)=O.NC(N)=O.NC(N)=O

Cartesian coordinates (Å):
C: -2.601 -5.716 -0.194
C: -1.261 -6.330 -0.691
C: -0.418 -5.252 -1.294
O: -0.683 -4.773 -2.401
O: 0.630 -4.851 -0.551
C: 0.989 -3.453 -0.727
C: 2.085 -3.334 -1.794
C: 1.977 -2.150 -2.776
C: 2.414 -2.703 -4.167
C: 1.361 -3.571 -4.784
N: 1.528 -4.827 -4.791
C: 2.970 -1.019 -2.433
C: 2.376 0.238 -1.772
C: 3.566 1.182 -1.470
B: 3.269 2.648 -0.928
O: 2.438 3.565 -1.554
O: 3.949 3.074 0.193
P: 1.383 -0.282 -0.254
O: 0.190 0.838 -0.204
Br: 2.730 0.129 1.498
C: 1.440 0.888 -2.803
S: 0.348 -0.291 -3.598
O: -0.988 0.082 -3.251
O: 0.627 -0.351 -4.998
O: 0.605 -1.680 -2.875
H: -2.785 -6.053 0.818
H: -2.538 -4.635 -0.217
H: -3.424 -6.028 -0.820
H: -0.732 -6.836 0.104
H: -1.501 -7.038 -1.469
H: 1.339 -3.153 0.249
H: 0.081 -2.926 -0.983
H: 2.069 -4.253 -2.365
H: 3.044 -3.317 -1.290
H: 3.278 -3.335 -3.995
H: 2.652 -1.883 -4.836
H: 0.484 -3.078 -5.191
H: 0.727 -5.281 -5.224
H: 3.413 -0.674 -3.365
H: 3.794 -1.360 -1.819
H: 4.135 1.290 -2.397
H: 4.212 0.695 -0.749
H: 1.543 3.595 -1.221
H: 3.640 2.634 0.994
H: 0.508 1.740 -0.319
H: 0.825 1.661 -2.375
H: 2.053 1.357 -3.565
C: -3.285 0.558 1.453
O: -2.682 0.576 2.525
N: -2.632 0.431 0.264
N: -4.639 0.660 1.375
H: -3.099 0.409 -0.623
H: -1.627 0.348 0.288
H: -5.141 0.745 2.235
H: -5.163 0.637 0.521
C: -1.934 2.063 6.197
O: -1.354 2.096 7.271
N: -1.290 1.938 5.004
N: -3.300 2.149 6.101
H: -1.766 1.891 4.117
H: -0.292 1.863 5.028
H: -3.815 2.242 6.955
H: -3.792 2.116 5.229
C: 1.156 -8.654 -2.769
O: 0.796 -8.521 -1.613
N: 2.277 -9.364 -3.111
N: 0.475 -8.099 -3.817
H: 2.593 -9.482 -4.054
H: 2.799 -9.780 -2.364
H: -0.341 -7.559 -3.599
H: 0.759 -8.188 -4.773
C: -8.433 -0.090 1.084
O: -7.296 -0.009 0.635
N: -9.533 -0.129 0.274
N: -8.702 -0.152 2.416
H: -10.470 -0.193 0.624
H: -9.379 -0.087 -0.715
H: -7.925 -0.128 3.047
H: -9.636 -0.223 2.783
C: 4.139 5.372 3.004
O: 4.509 4.360 3.591
N: 4.213 5.486 1.652
N: 3.627 6.454 3.663
H: 3.921 6.302 1.143
H: 4.590 4.701 1.150
H: 3.559 6.396 4.660
H: 3.332 7.292 3.198
C: 5.430 8.343 -0.613
O: 4.865 8.653 0.425
N: 4.877 8.574 -1.847
N: 6.643 7.729 -0.606
H: 5.322 8.324 -2.708
H: 3.982 9.022 -1.872
H: 7.064 7.543 0.291
H: 7.135 7.448 -1.431
C: 8.900 5.197 1.131
O: 8.664 6.394 1.178
N: 8.304 4.306 1.975
N: 9.777 4.659 0.227
H: 8.480 3.321 1.956
H: 7.650 4.672 2.644
H: 10.232 5.292 -0.402
H: 9.986 3.681 0.172
C: -12.269 -1.404 3.538
O: -11.645 -0.354 3.603
N: -13.502 -1.479 2.957
N: -11.782 -2.576 4.040
H: -14.034 -2.325 2.892
H: -13.886 -0.632 2.584
H: -10.879 -2.550 4.474
H: -12.277 -3.446 3.997



Entry 2:
A cluster of 2 separate species, C2H2FOS in total, computed with wB97M-V/def2-TZVPD.

Results
**Kohn-Sham gap (alpha / beta)**: 0.195 / 0.195 Ha
**LUMO level (alpha / beta)**: 0.1314 / 0.1314 Ha
**Charge**: -1
**HOMO (alpha / beta)**: -0.06402 / -0.06391 Ha
**Calculated total energy**: -650.6521 Ha
**Relative energy (zero: lowest compared OMol25 entry of this formula, charge and spin)**: 2.5164 eV

Cartesian coordinates (Å):
C: 1.561 0.396 0.203
C: -1.010 -0.395 -0.238
O: 1.888 -0.508 0.898
F: -1.674 0.413 0.739
S: 1.796 1.770 -0.567
H: -0.893 -1.339 0.073
H: -1.668 -0.336 -1.108



- Which of these has the lowest calculated total energy?
  C20H54BBrN17O16PS



Please write out number 2 again, unchanged.
A cluster of 2 separate species, C2H2FOS in total, computed with wB97M-V/def2-TZVPD.

Results
**Kohn-Sham gap (alpha / beta)**: 0.195 / 0.195 Ha
**LUMO level (alpha / beta)**: 0.1314 / 0.1314 Ha
**Charge**: -1
**HOMO (alpha / beta)**: -0.06402 / -0.06391 Ha
**Calculated total energy**: -650.6521 Ha
**Relative energy (zero: lowest compared OMol25 entry of this formula, charge and spin)**: 2.5164 eV

Cartesian coordinates (Å):
C: 1.561 0.396 0.203
C: -1.010 -0.395 -0.238
O: 1.888 -0.508 0.898
F: -1.674 0.413 0.739
S: 1.796 1.770 -0.567
H: -0.893 -1.339 0.073
H: -1.668 -0.336 -1.108



- Number 2 is which compound?
  C2H2FOS